1.
Entry from OMol25: a 2-piece molecular cluster, C4H9NO overall (wB97M-V/def2-TZVPD).

Computed properties:
**Energy above the lowest of the compared OMol25 structures with the same formula, charge and spin**: 55.9 kcal/mol
**SMILES**: C=CC(=C)N.O
**Electronic energy**: -287.743319 Ha
**HOMO-LUMO gap**: 8.5 eV
**Lowest unoccupied orbital energy**: 0.70 eV
**Max |F|**: 0.03256 hartree/bohr

The geometry in ORCA input format:
```
! RIJCOSX wB97M-V def2-TZVPD def2/J DEFGRID3
* xyz 0 1
C -2.559 0.674 -1.242
C -1.385 1.067 -0.759
C -0.537 0.252 0.135
C -0.797 -1.039 0.430
N 0.613 0.873 0.568
H -3.130 1.297 -1.904
H -2.908 -0.293 -0.898
H -1.072 2.099 -0.907
H -1.777 -1.396 0.708
H -0.043 -1.644 0.913
H 1.317 0.374 1.092
H 1.124 1.424 -0.115
O 3.309 -1.358 0.741
H 3.358 -2.270 0.438
H 3.843 -0.858 0.115
*
```

2.
Entry from OMol25: a 2-piece molecular cluster, C2H6O2 overall (wB97M-V/def2-TZVPD).

Computed properties:
**Energy above the lowest of the compared OMol25 structures with the same formula, charge and spin**: 11.9 kcal/mol
**SMILES**: CC=O.O
**Electronic energy**: -230.261673 Ha
**HOMO-LUMO gap**: 11.2 eV
**Lowest unoccupied orbital energy**: 0.88 eV
**Max |F|**: 0.04046 hartree/bohr

The geometry in ORCA input format:
```
! RIJCOSX wB97M-V def2-TZVPD def2/J DEFGRID3
* xyz 0 1
C 0.000 0.000 0.000
C 0.281 -0.206 1.506
O -0.616 -0.656 2.212
H 0.320 -0.935 -0.490
H 0.549 0.842 -0.456
H -1.078 0.143 -0.183
H 1.307 -0.022 1.909
O -3.990 -0.645 2.032
H -3.019 -0.800 1.985
H -4.337 -1.405 2.553
*
```

3.
Entry from OMol25: a 2-piece molecular cluster, C5H13NO overall (wB97M-V/def2-TZVPD).

Computed properties:
**Energy above the lowest of the compared OMol25 structures with the same formula, charge and spin**: 26.6 kcal/mol
**SMILES**: CC(C)=C(C)N.O
**Electronic energy**: -328.276401 Ha
**HOMO-LUMO gap**: 8.3 eV
**Lowest unoccupied orbital energy**: 0.90 eV
**Max |F|**: 0.02848 hartree/bohr

The geometry in ORCA input format:
```
! RIJCOSX wB97M-V def2-TZVPD def2/J DEFGRID3
* xyz 0 1
C 1.220 -0.255 -0.386
C -0.162 0.067 -0.897
C -0.384 1.233 -1.818
C -1.168 -0.720 -0.532
C -2.639 -0.511 -0.839
N -0.942 -1.900 0.185
H 1.874 0.593 -0.584
H 1.138 -0.422 0.688
H 1.588 -1.155 -0.889
H -1.280 1.152 -2.411
H -0.472 2.192 -1.314
H 0.403 1.368 -2.569
H -2.746 0.511 -1.184
H -3.190 -0.751 0.061
H -2.919 -1.173 -1.655
H -0.139 -2.032 0.767
H -1.649 -2.600 0.267
O 3.537 1.237 4.510
H 4.437 0.979 4.291
H 3.494 2.186 4.311
*
```

The lowest lowest unoccupied orbital energy belongs to which entry? C4H9NO